i.
ORCA calculation (the ωB97M-V functional and the def2-TZVPD basis) on a molecular structure, C31H31FN3OsP2S2Te.

Positions of all 72 atoms, in Å:
Os1 0.35 0.15 1.92
S1 -2.13 1.72 0.91
P1 -1.20 1.10 -0.74
C1 0.25 0.35 -0.11
P2 0.90 -1.27 0.04
S2 -1.60 -1.29 2.75
C2 0.09 -2.42 -1.11
C3 0.14 -2.16 -2.48
C4 -0.44 -3.04 -3.37
C5 -1.06 -4.19 -2.90
C6 -1.13 -4.45 -1.54
C7 -0.55 -3.56 -0.64
C8 2.63 -1.08 -0.55
C9 3.22 -1.97 -1.43
C10 4.49 -1.71 -1.94
C11 5.17 -0.57 -1.55
C12 4.61 0.29 -0.63
C13 3.35 0.04 -0.12
C14 -0.64 2.46 -1.81
C15 0.54 2.35 -2.54
C16 0.94 3.39 -3.36
C17 0.16 4.54 -3.44
C18 -1.01 4.65 -2.70
C19 -1.41 3.61 -1.88
C20 -2.28 0.08 -1.79
C21 -2.15 0.07 -3.17
C22 -3.08 -0.62 -3.94
C23 -4.13 -1.29 -3.32
C24 -4.24 -1.30 -1.94
C25 -3.31 -0.62 -1.17
H1 0.64 -1.26 -2.84
H2 -0.40 -2.84 -4.43
H3 -1.50 -4.89 -3.60
H4 -1.62 -5.34 -1.18
H5 -0.59 -3.76 0.43
H6 2.69 -2.87 -1.73
H7 4.94 -2.41 -2.64
H8 6.14 -0.36 -1.97
H9 5.15 1.17 -0.31
H10 2.91 0.71 0.61
H11 1.15 1.46 -2.45
H12 1.85 3.31 -3.93
H13 0.48 5.36 -4.07
H14 -1.60 5.56 -2.76
H15 -2.31 3.68 -1.29
H16 -1.35 0.61 -3.66
H17 -2.99 -0.63 -5.01
H18 -4.88 -1.79 -3.93
H19 -5.06 -1.82 -1.46
H20 -3.39 -0.60 -0.09
C26 0.40 -3.44 4.45
Te1 -0.74 -1.70 4.88
C27 -2.43 -2.88 5.48
H21 -0.12 -3.97 3.65
H22 0.45 -4.05 5.35
H23 1.39 -3.13 4.14
H24 -2.17 -3.39 6.41
H25 -2.68 -3.61 4.71
H26 -3.29 -2.23 5.65
F1 1.28 -0.58 3.70
N1 0.84 4.00 5.62
C28 0.89 3.71 4.30
C29 0.68 2.40 3.83
N2 0.75 2.12 2.53
C30 1.03 3.12 1.68
C31 1.21 4.40 2.16
N3 1.14 4.70 3.45
H27 0.69 3.30 6.32
H28 0.98 4.96 5.90
H29 0.47 1.59 4.52
H30 1.09 2.89 0.63
H31 1.42 5.22 1.48

As for the total charge: +1. As for the LUMO energy (alpha / beta): -2.6 / -3.8 eV. The calculation puts the gap between HOMO and LUMO (alpha / beta) at 0.2727 / 0.2509 Eh. The spin multiplicity is 5. The calculation puts the highest occupied orbital energy (alpha / beta) at -10.015 / -10.625 eV. The expectation value of S² is 6.024.

***

ii.
ORCA calculation (the ωB97M-V functional and the def2-TZVPD basis) on a molecular structure, C31H31FN3OsP2S2Te.

Positions of all 72 atoms, in Å:
Os1 -1.09 1.32 0.86
S1 1.47 0.86 2.34
P1 1.39 -0.61 1.01
C1 -0.16 -0.34 0.25
P2 -0.81 0.21 -1.27
S2 0.30 3.34 0.22
C2 0.41 0.20 -2.58
C3 1.00 -1.01 -2.96
C4 1.93 -1.03 -3.99
C5 2.27 0.15 -4.64
C6 1.69 1.35 -4.27
C7 0.75 1.38 -3.24
C8 -2.13 -0.96 -1.74
C9 -2.25 -1.43 -3.04
C10 -3.21 -2.40 -3.36
C11 -4.05 -2.88 -2.37
C12 -3.96 -2.39 -1.07
C13 -3.01 -1.43 -0.76
C14 1.34 -2.26 1.71
C15 0.59 -3.26 1.09
C16 0.57 -4.54 1.63
C17 1.29 -4.82 2.79
C18 2.03 -3.82 3.41
C19 2.06 -2.54 2.88
C20 2.79 -0.60 -0.12
C21 3.29 -1.79 -0.65
C22 4.43 -1.78 -1.44
C23 5.08 -0.59 -1.70
C24 4.58 0.61 -1.20
C25 3.44 0.60 -0.40
H1 0.73 -1.93 -2.45
H2 2.39 -1.96 -4.28
H3 2.98 0.13 -5.46
H4 1.95 2.27 -4.77
H5 0.30 2.31 -2.93
H6 -1.60 -1.06 -3.82
H7 -3.29 -2.76 -4.37
H8 -4.78 -3.65 -2.61
H9 -4.63 -2.75 -0.31
H10 -2.95 -1.04 0.24
H11 0.01 -3.04 0.21
H12 -0.01 -5.32 1.15
H13 1.27 -5.82 3.21
H14 2.58 -4.04 4.32
H15 2.62 -1.75 3.36
H16 2.79 -2.73 -0.43
H17 4.81 -2.71 -1.84
H18 5.99 -0.58 -2.30
H19 5.09 1.54 -1.40
H20 3.06 1.53 0.02
C26 -2.34 4.79 -1.41
Te1 -1.39 4.93 0.47
C27 -0.18 6.55 -0.15
H21 -1.56 4.54 -2.12
H22 -2.80 5.75 -1.65
H23 -3.08 4.00 -1.34
H24 -0.82 7.42 -0.31
H25 0.34 6.28 -1.06
H26 0.54 6.77 0.64
F1 -2.59 2.69 0.78
N1 -3.11 2.33 5.74
C28 -2.58 1.39 4.92
C29 -2.20 1.70 3.61
N2 -1.71 0.76 2.81
C30 -1.57 -0.49 3.28
C31 -1.94 -0.76 4.58
N3 -2.44 0.16 5.40
H27 -3.28 3.27 5.44
H28 -3.35 2.06 6.68
H29 -2.32 2.70 3.20
H30 -1.16 -1.24 2.61
H31 -1.82 -1.76 4.97

As for the total charge: +1. As for the LUMO energy (alpha / beta): -2.5 / -3.6 eV. The calculation puts the gap between HOMO and LUMO (alpha / beta) at 0.2695 / 0.2580 Eh. The spin multiplicity is 5. The calculation puts the highest occupied orbital energy (alpha / beta) at -9.807 / -10.653 eV. The expectation value of S² is 6.022.

***

Least stable structure: i

***

i.
ORCA calculation (the ωB97M-V functional and the def2-TZVPD basis) on a gas-phase ion, C4H8Br2N (charge +1).

Positions of all 15 atoms, in Å:
C1 -2.02 -0.23 1.21
C2 -1.21 -0.50 0.18
Br1 -1.88 -0.49 -1.67
C3 0.24 -0.89 0.30
Br2 0.57 -2.81 -0.01
N1 1.10 -0.14 -0.67
C4 1.12 1.38 -0.53
H1 -3.13 0.04 1.11
H2 -1.76 -0.24 2.26
H3 0.51 -0.61 1.32
H4 2.16 -0.45 -0.57
H5 0.73 -0.47 -1.57
H6 0.39 1.94 -1.06
H7 1.04 1.72 0.47
H8 2.12 1.76 -0.76

As for the total charge: +1. As for the LUMO energy: -3.9 eV. The calculation puts the gap between HOMO and LUMO at 0.3692 Eh. The structure (SMILES) is C=C(Br)[C@@H](Br)[NH2+]C. The calculation puts the highest occupied orbital energy at -13.944 eV.

***

ii.
ORCA calculation (the ωB97M-V functional and the def2-TZVPD basis) on a molecular structure, C4H8Br2N.

Positions of all 15 atoms, in Å:
C1 -0.52 1.96 1.22
C2 -0.84 0.75 0.47
C3 0.94 -1.75 -1.52
C4 -0.43 -0.41 0.97
N1 1.32 -0.59 -1.09
Br1 -1.92 0.97 -1.03
Br2 -1.05 -2.09 -0.02
H1 -1.55 2.22 1.53
H2 0.03 1.76 2.14
H3 0.38 -2.13 -2.45
H4 1.43 -2.68 -1.15
H5 -0.38 2.86 0.64
H6 -0.23 -0.61 2.06
H7 0.90 0.33 -1.43
H8 1.92 -0.60 -0.35

As for the total charge: +1. As for the LUMO energy: -4.3 eV. The calculation puts the gap between HOMO and LUMO at 0.3487 Eh. The calculation puts the highest occupied orbital energy at -13.798 eV.

***

Least stable structure: ii

***

i.
ORCA calculation (the ωB97M-V functional and the def2-TZVPD basis) on a single C21H22N2O5 molecule.

Positions of all 50 atoms, in Å:
C1 -7.76 -2.35 -0.66
O1 -6.64 -2.38 0.19
C2 -5.78 -1.33 0.18
C3 -4.70 -1.42 1.06
C4 -3.76 -0.42 1.12
C5 -3.88 0.72 0.32
C6 -2.92 1.85 0.34
O2 -3.21 2.97 -0.01
N1 -1.67 1.54 0.79
C7 -0.60 2.50 0.71
C8 0.71 1.77 0.49
O3 0.81 0.57 0.44
O4 1.73 2.61 0.40
C9 2.99 2.00 0.14
C10 2.87 1.19 -1.16
O5 2.22 1.62 -2.09
N2 3.44 -0.04 -1.18
C11 3.06 -0.92 -2.29
C12 2.99 -2.38 -1.86
C13 2.69 -2.48 -0.36
C14 3.84 -1.84 0.33
C15 4.58 -2.42 1.35
C16 5.67 -1.76 1.89
C17 6.05 -0.53 1.40
C18 5.33 0.07 0.37
C19 4.22 -0.58 -0.15
C20 -4.98 0.81 -0.53
C21 -5.92 -0.19 -0.61
H1 -7.46 -2.30 -1.71
H2 -8.29 -3.29 -0.48
H3 -8.42 -1.51 -0.42
H4 -4.62 -2.30 1.68
H5 -2.94 -0.51 1.83
H6 -1.37 0.58 0.85
H7 -0.52 3.09 1.63
H8 -0.78 3.20 -0.11
H9 3.28 1.37 0.98
H10 3.69 2.83 0.01
H11 2.09 -0.56 -2.63
H12 3.78 -0.79 -3.11
H13 3.94 -2.88 -2.06
H14 2.22 -2.89 -2.44
H15 1.77 -1.93 -0.14
H16 2.56 -3.52 -0.05
H17 4.29 -3.39 1.73
H18 6.24 -2.22 2.69
H19 6.91 -0.02 1.80
H20 5.63 1.02 -0.03
H21 -5.08 1.70 -1.13
H22 -6.75 -0.09 -1.29

As for the total charge: 0. As for the LUMO energy: 0.7 eV. The calculation puts the gap between HOMO and LUMO at 0.3426 Eh. The structure (SMILES) is COc1ccc(C(=O)NCC(=O)OCC(=O)N2CCCc3ccccc32)cc1. The calculation puts the highest occupied orbital energy at -8.643 eV.

***

ii.
ORCA calculation (the ωB97M-V functional and the def2-TZVPD basis) on a single C21H22N2O5 molecule.

Positions of all 50 atoms, in Å:
C1 -0.35 0.97 3.66
C2 1.12 1.19 4.02
O1 1.72 2.20 3.22
C3 2.08 1.94 1.94
C4 2.53 3.05 1.22
C5 2.95 2.92 -0.08
C6 2.92 1.67 -0.70
O2 3.36 1.62 -1.98
C7 3.42 0.44 -2.67
O3 3.84 0.46 -3.80
C8 2.97 -0.74 -1.97
C9 2.48 -0.72 -0.71
C10 1.98 -2.02 -0.10
N1 0.59 -2.36 -0.32
C11 -0.43 -1.66 0.42
C12 -0.93 -0.38 -0.28
N2 -1.40 -0.72 -1.60
C13 -2.69 -0.80 -2.02
O4 -2.98 -1.36 -3.07
C14 -3.77 -0.17 -1.24
C15 -5.11 -0.35 -1.47
C16 -5.79 0.48 -0.55
C17 -4.82 1.12 0.16
O5 -3.60 0.74 -0.25
C18 -0.37 -1.35 -2.40
C19 0.16 -2.60 -1.69
C20 2.47 0.54 0.00
C21 2.05 0.70 1.33
H1 -0.77 0.20 4.30
H2 -0.46 0.67 2.62
H3 -0.90 1.89 3.81
H4 1.20 1.57 5.04
H5 1.69 0.25 3.95
H6 2.54 4.01 1.71
H7 3.30 3.77 -0.65
H8 3.04 -1.66 -2.54
H9 2.57 -2.83 -0.52
H10 2.14 -2.01 0.98
H11 -1.29 -2.34 0.52
H12 -0.07 -1.43 1.42
H13 -0.11 0.35 -0.38
H14 -1.72 0.08 0.31
H15 -5.54 -1.00 -2.20
H16 -6.85 0.60 -0.44
H17 -4.86 1.85 0.94
H18 0.43 -0.62 -2.56
H19 -0.81 -1.62 -3.36
H20 -0.65 -3.34 -1.64
H21 0.99 -3.03 -2.25
H22 1.72 -0.17 1.87

As for the total charge: 0. As for the LUMO energy: -0.2 eV. The calculation puts the gap between HOMO and LUMO at 0.2982 Eh. The structure (SMILES) is CCOc1ccc2oc(=O)cc(CN3CCN(C(=O)c4ccco4)CC3)c2c1. The calculation puts the highest occupied orbital energy at -8.349 eV.

***

Least stable structure: ii

***

i.
ORCA calculation (the ωB97M-V functional and the def2-TZVPD basis) on a single C29H32N6O4S molecule.

Positions of all 72 atoms, in Å:
O1 4.68 2.02 2.17
C1 4.59 2.18 0.97
C2 5.05 1.12 -0.03
S1 3.71 0.69 -1.20
C3 3.14 -0.79 -0.49
N1 3.72 -1.32 0.52
C4 3.26 -2.51 1.01
C5 3.90 -3.06 2.13
C6 3.47 -4.26 2.65
C7 2.41 -4.95 2.07
C8 1.76 -4.43 0.97
C9 2.18 -3.21 0.43
C10 1.55 -2.60 -0.70
N2 0.55 -3.00 -1.40
C11 0.30 -2.01 -2.42
C12 -1.15 -1.53 -2.38
C13 -1.35 -0.67 -1.14
O2 -0.39 -0.32 -0.47
N3 -2.61 -0.31 -0.82
C14 -3.82 -0.67 -1.51
C15 -4.70 -1.54 -0.59
N4 -4.99 -0.84 0.63
C16 -6.12 -0.03 0.71
C17 -7.35 -0.50 0.24
C18 -8.49 0.26 0.34
C19 -8.46 1.51 0.92
C20 -7.26 1.99 1.41
C21 -6.10 1.24 1.30
C22 -3.77 -0.47 1.30
C23 -2.87 0.40 0.42
C24 1.30 -0.89 -2.16
O3 1.48 0.15 -2.75
N5 2.08 -1.38 -1.13
N6 4.11 3.29 0.38
C25 3.43 4.33 1.10
C26 1.94 4.36 0.73
C27 1.20 3.07 1.10
C28 0.24 2.88 -0.06
C29 1.03 3.47 -1.22
O4 1.81 4.52 -0.68
H1 5.88 1.49 -0.62
H2 5.32 0.20 0.50
H3 4.72 -2.51 2.57
H4 3.97 -4.68 3.51
H5 2.09 -5.89 2.49
H6 0.93 -4.93 0.51
H7 0.50 -2.45 -3.40
H8 -1.36 -0.92 -3.27
H9 -1.81 -2.40 -2.37
H10 -4.37 0.25 -1.75
H11 -3.60 -1.20 -2.44
H12 -4.16 -2.47 -0.35
H13 -5.62 -1.80 -1.12
H14 -7.41 -1.49 -0.19
H15 -9.43 -0.14 -0.04
H16 -9.36 2.10 1.00
H17 -7.21 2.96 1.87
H18 -5.18 1.66 1.69
H19 -3.23 -1.40 1.54
H20 -3.99 0.03 2.24
H21 -3.36 1.35 0.18
H22 -1.91 0.59 0.91
H23 3.97 3.31 -0.62
H24 3.88 5.30 0.85
H25 3.55 4.14 2.17
H26 1.48 5.24 1.21
H27 1.90 2.24 1.16
H28 0.70 3.16 2.06
H29 -0.68 3.45 0.10
H30 -0.01 1.83 -0.23
H31 1.68 2.70 -1.67
H32 0.40 3.89 -2.01

As for the total charge: 0. As for the LUMO energy: 0.2 eV. The calculation puts the gap between HOMO and LUMO at 0.3005 Eh. The structure (SMILES) is O=C(CSC1=Nc2ccccc2C2=N[C@@H](CC(=O)N3CCN(c4ccccc4)CC3)C(=O)N12)NC[C@@H]1CCCO1. The calculation puts the highest occupied orbital energy at -7.995 eV.

***

ii.
ORCA calculation (the ωB97M-V functional and the def2-TZVPD basis) on a single C29H32N6O4S molecule.

Positions of all 72 atoms, in Å:
O1 -1.40 -3.88 1.37
C1 -1.23 -2.68 1.30
C2 -0.47 -1.96 2.42
S1 -0.13 -0.20 2.19
C3 1.43 -0.28 1.42
N1 2.00 -1.39 1.16
C4 3.23 -1.40 0.55
C5 3.83 -2.64 0.29
C6 5.06 -2.69 -0.34
C7 5.71 -1.53 -0.72
C8 5.14 -0.30 -0.46
C9 3.91 -0.22 0.17
C10 3.26 1.02 0.47
N2 3.64 2.22 0.25
C11 2.59 3.10 0.70
C12 1.90 3.78 -0.51
C13 1.06 2.74 -1.23
O2 1.60 1.83 -1.85
N3 -0.28 2.83 -1.19
C14 -1.12 3.63 -0.33
C15 -2.09 2.71 0.41
N4 -2.97 2.02 -0.51
C16 -3.82 1.04 -0.04
C17 -3.79 0.61 1.30
C18 -4.65 -0.36 1.75
C19 -5.58 -0.94 0.91
C20 -5.65 -0.50 -0.40
C21 -4.79 0.47 -0.87
C22 -2.51 2.02 -1.88
C23 -1.00 1.81 -1.95
C24 1.57 2.21 1.38
O3 0.56 2.49 1.98
N5 2.02 0.93 1.13
N6 -1.71 -1.91 0.32
C25 -2.44 -2.43 -0.81
C26 -1.54 -2.57 -2.05
C27 -0.42 -3.61 -1.87
C28 0.84 -2.76 -1.75
C29 0.47 -1.53 -2.56
O4 -0.91 -1.31 -2.29
H1 -1.05 -2.05 3.33
H2 0.49 -2.46 2.56
H3 3.31 -3.54 0.58
H4 5.51 -3.65 -0.54
H5 6.67 -1.59 -1.21
H6 5.63 0.62 -0.75
H7 3.00 3.87 1.37
H8 1.33 4.64 -0.18
H9 2.69 4.10 -1.19
H10 -0.52 4.14 0.42
H11 -1.66 4.38 -0.92
H12 -2.70 3.31 1.10
H13 -1.49 2.02 1.01
H14 -3.08 1.04 1.99
H15 -4.59 -0.67 2.79
H16 -6.26 -1.70 1.27
H17 -6.39 -0.92 -1.08
H18 -4.89 0.80 -1.89
H19 -2.79 2.96 -2.37
H20 -2.97 1.20 -2.43
H21 -0.76 0.82 -1.56
H22 -0.66 1.83 -2.99
H23 -1.50 -0.92 0.31
H24 -3.27 -1.75 -1.03
H25 -2.84 -3.41 -0.53
H26 -2.18 -2.82 -2.90
H27 -0.59 -4.23 -1.00
H28 -0.37 -4.25 -2.75
H29 1.73 -3.26 -2.13
H30 1.01 -2.49 -0.70
H31 1.01 -0.63 -2.29
H32 0.60 -1.72 -3.63

As for the total charge: 0. As for the LUMO energy: -0.2 eV. The calculation puts the gap between HOMO and LUMO at 0.2778 Eh. The structure (SMILES) is O=C(CSC1=Nc2ccccc2C2=N[C@@H](CC(=O)N3CCN(c4ccccc4)CC3)C(=O)N12)NC[C@@H]1CCCO1. The calculation puts the highest occupied orbital energy at -7.738 eV.

***

Least stable structure: i

***

i.
ORCA calculation (the ωB97M-V functional and the def2-TZVPD basis) on 4 unconnected molecules or ions with the total composition C2H13NO3S.

Positions of all 20 atoms, in Å:
N1 -0.40 0.28 -0.40
C1 0.39 1.47 -0.53
C2 0.19 2.34 -1.74
S1 1.41 3.65 -1.81
H1 -0.24 -0.19 0.49
H2 -0.35 -0.46 -1.11
H3 0.12 2.11 0.33
H4 1.46 1.29 -0.32
H5 -0.81 2.77 -1.81
H6 0.21 1.70 -2.64
H7 2.42 2.99 -2.42
O1 2.25 -1.60 -0.25
H8 2.41 -0.71 -0.55
H9 3.05 -1.90 0.21
O2 -3.56 0.16 -1.25
H10 -3.28 0.99 -1.60
H11 -2.91 -0.07 -0.56
O3 -1.07 -5.25 5.29
H12 -1.18 -4.31 5.49
H13 -0.11 -5.27 5.18

As for the total charge: 0. As for the LUMO energy: 0.4 eV. The calculation puts the gap between HOMO and LUMO at 0.3619 Eh. The structure (SMILES) is NCCS.O.O.O. The calculation puts the highest occupied orbital energy at -9.444 eV.

***

ii.
ORCA calculation (the ωB97M-V functional and the def2-TZVPD basis) on 4 unconnected molecules or ions with the total composition C2H13NO3S.

Positions of all 20 atoms, in Å:
N1 -1.29 -0.42 0.68
C1 0.07 0.21 0.34
C2 1.19 -0.88 0.42
S1 2.56 -0.70 -0.86
H1 -1.88 0.36 0.84
H2 -1.39 -0.81 1.67
H3 0.00 0.41 -0.78
H4 0.19 1.13 0.82
H5 0.70 -1.77 0.03
H6 1.67 -1.10 1.38
H7 1.82 -1.28 -1.80
O1 -1.42 2.77 -0.45
H8 -0.95 2.67 -1.27
H9 -1.22 3.80 -0.32
O2 -1.11 -3.29 1.88
H10 -1.60 -2.74 1.24
H11 -1.29 -4.25 1.76
O3 1.13 2.20 -2.07
H12 1.20 1.28 -2.31
H13 1.61 2.41 -1.20

As for the total charge: 0. As for the LUMO energy: 0.6 eV. The calculation puts the gap between HOMO and LUMO at 0.3674 Eh. The structure (SMILES) is NCCS.O.O.O. The calculation puts the highest occupied orbital energy at -9.365 eV.

***

iii.
ORCA calculation (the ωB97M-V functional and the def2-TZVPD basis) on 4 unconnected molecules or ions with the total composition C2H13NO3S.

Positions of all 20 atoms, in Å:
N1 0.20 -1.15 -0.12
C1 -0.44 -0.15 -0.85
C2 -1.70 0.52 -0.27
S1 -2.87 1.46 -1.45
H1 0.39 -0.67 0.83
H2 1.08 -1.33 -0.58
H3 0.15 0.74 -0.98
H4 -0.74 -0.44 -1.85
H5 -1.41 1.08 0.56
H6 -2.47 -0.30 0.02
H7 -1.83 2.36 -1.78
O1 3.92 -2.45 -0.78
H8 4.90 -2.61 -1.18
H9 3.40 -2.63 -1.52
O2 -4.70 -0.60 2.43
H10 -5.00 0.31 2.61
H11 -3.74 -0.53 2.31
O3 3.37 1.90 1.13
H12 4.03 2.59 1.34
H13 3.48 1.92 0.12

As for the total charge: 0. As for the LUMO energy: 0.4 eV. The calculation puts the gap between HOMO and LUMO at 0.3516 Eh. The structure (SMILES) is NCCS.O.O.O. The calculation puts the highest occupied orbital energy at -9.190 eV.

***

Least stable structure: iii